(1)
ORCA calculation (ωB97M-V/def2-TZVPD) on a 6-piece molecular cluster, H12O6 overall in a non-equilibrium geometry.

The value obtained for the HOMO energy (spin up / spin down) is -15.064 / -14.220 eV. As for the relative energy (zero: lowest compared OMol25 entry of this formula, charge and spin): 33.6 kcal/mol. The net charge is +1. The largest force on an atom comes out at 3.57 eV Å⁻¹. Its HOMO-LUMO gap (spin up / spin down) is 11.22 / 2.71 eV. For the electronic energy, the calculation gives -458.21806 Eh. The expectation value of S² is 0.7544. Its lowest unoccupied orbital energy (spin up / spin down) is -3.8397 / -11.5089 eV. As for the multiplicity: 2.

Structure (XYZ):
```
18
H12O6 | the OMol25 dataset | ωB97M-V/def2-TZVPD
O 2.34 -2.79 -1.12
H 2.15 -2.37 -0.28
H 3.23 -2.51 -1.33
O 0.92 -1.99 1.38
H 0.91 -1.94 2.34
H 0.41 -2.78 1.18
O -1.09 -0.89 -2.67
H -0.99 -0.56 -1.77
H -0.56 -1.69 -2.69
O 0.06 2.58 1.94
H 0.81 2.29 1.42
H -0.39 1.77 2.18
O -2.44 3.71 -0.14
H -2.28 3.84 -1.07
H -1.61 3.40 0.21
O -0.59 -0.08 -0.23
H -0.89 0.62 0.35
H 0.02 -0.59 0.30
```

***

(2)
ORCA calculation (ωB97M-V/def2-TZVPD) on an isolated ion of composition C17H29N2O2 and charge +1.

As for the SMILES: CCc1ccc(OCCOCCN2CC[NH+](C)CC2)cc1. The value obtained for the HOMO energy is -11.568 eV. As for the relative energy (zero: lowest compared OMol25 entry of this formula, charge and spin): 22.6 kcal/mol. The net charge is +1. The largest force on an atom comes out at 0.84 eV Å⁻¹. Its HOMO-LUMO gap is 9.55 eV. For the electronic energy, the calculation gives -924.91839 Eh. Its lowest unoccupied orbital energy is -2.0180 eV.

Structure (XYZ):
```
50
C17H29N2O2 | the OMol25 dataset | ωB97M-V/def2-TZVPD
C -1.40 -6.22 -0.58
H -0.79 -5.93 -1.43
H -0.77 -6.39 0.28
H -1.89 -7.16 -0.83
C -2.46 -5.16 -0.29
C -1.94 -3.79 0.04
C -2.86 -2.77 0.25
C -2.45 -1.49 0.57
C -1.09 -1.22 0.68
C -0.16 -2.22 0.47
C -0.59 -3.50 0.15
H 0.15 -4.27 -0.01
H 0.89 -2.01 0.56
O -0.67 0.09 0.95
C -0.44 0.33 2.33
C -0.09 1.81 2.50
H 0.31 1.98 3.51
H -0.99 2.43 2.36
O 0.82 2.29 1.53
C 2.08 1.62 1.50
H 1.95 0.61 1.10
H 2.48 1.54 2.52
C 3.07 2.42 0.64
N 2.67 2.74 -0.70
C 2.42 1.68 -1.63
H 3.08 0.84 -1.41
H 2.67 2.04 -2.63
C 0.94 1.19 -1.63
N 0.07 2.24 -1.08
C -1.35 1.98 -1.35
H -1.97 2.73 -0.87
H -1.54 1.99 -2.42
H -1.62 1.00 -0.95
C 0.50 3.56 -1.57
H -0.24 4.31 -1.31
H 0.57 3.52 -2.66
C 1.86 3.91 -0.93
H 1.69 4.42 0.02
H 2.39 4.60 -1.60
H 0.22 2.24 -0.03
H 0.81 0.29 -1.02
H 0.62 0.96 -2.65
H 4.00 1.85 0.60
H 3.29 3.37 1.14
H 0.38 -0.31 2.69
H -1.33 0.10 2.92
H -3.17 -0.70 0.74
H -3.92 -2.98 0.17
H -3.13 -5.07 -1.16
H -3.08 -5.50 0.54
```

***

(3)
ORCA calculation (ωB97M-V/def2-TZVPD) on a 2-piece molecular cluster, C5H7N3 overall in a non-equilibrium geometry.

As for the SMILES: C#Cn1cccn1.N. The value obtained for the HOMO energy is -9.473 eV. As for the relative energy (zero: lowest compared OMol25 entry of this formula, charge and spin): 91.7 kcal/mol. The largest force on an atom comes out at 3.71 eV Å⁻¹. Its HOMO-LUMO gap is 10.35 eV. For the electronic energy, the calculation gives -358.87225 Eh. Its lowest unoccupied orbital energy is 0.8809 eV.

Structure (XYZ):
```
15
C5H7N3 | the OMol25 dataset | ωB97M-V/def2-TZVPD
C -2.11 -0.38 0.61
C -1.95 -0.08 -0.76
C -0.95 -0.93 0.97
C 1.23 -1.02 -0.10
C 2.39 -1.32 -0.01
N -0.75 -0.40 -1.17
N 1.48 2.04 -0.23
N -0.14 -0.93 -0.09
H -3.03 -0.17 1.13
H -2.70 0.37 -1.45
H -0.69 -1.29 1.88
H 1.05 1.74 -1.11
H 2.05 1.33 0.07
H 3.45 -1.21 -0.08
H 0.66 2.25 0.33
```